Entry from the OMol25 dataset: C56H50Cl2MoN9O2 as an isolated structure (ωB97M-V/def2-TZVPD).

Last column: Löwdin spin population.
CARTESIAN COORDINATES (ANGSTROEM)
Mo -0.9746 0.9450 -0.2484  1.546
Cl -2.2641 7.6459 1.3946  0.000
C -1.9449 6.2173 0.4686  0.000
C -2.1346 4.9834 1.0695  0.001
C -1.8503 3.8243 0.3552  0.000
N -1.8688 2.5162 0.8448  0.013
C -2.5645 2.2795 1.9932  0.013
O -3.4965 2.9278 2.4401  0.023
C -1.9195 1.2069 2.7700  0.005
C -2.2111 1.0736 4.1205  0.001
C -1.4361 0.2418 4.8965  0.003
C -0.4195 -0.4593 4.2600  0.002
C -0.2372 -0.3026 2.9017  0.003
N -0.9476 0.5386 2.1389  0.001
C -1.3978 3.9129 -0.9611  0.001
C -1.2298 5.1509 -1.5670  0.000
C -1.4987 6.3015 -0.8430  0.001
Cl -1.2646 7.8423 -1.6041  0.000
N -1.1534 2.6589 -1.5283  0.009
C -1.3940 2.5115 -2.8526  0.013
O -1.7776 3.3524 -3.6548  0.027
C -1.0202 1.1495 -3.2806  0.005
C -0.9643 0.8263 -4.6235  0.000
C -0.2711 -0.2986 -5.0208  0.006
C 0.4053 -0.9989 -4.0309  0.000
C 0.2240 -0.6505 -2.7097  0.005
N -0.5366 0.3693 -2.2992  -0.012
H -2.5010 4.9318 2.0806  0.000
H -3.0297 1.6674 4.5035  0.000
H -1.6136 0.1325 5.9583  0.000
H 0.2246 -1.1356 4.8045  0.000
H 0.5056 -0.9073 2.4079  0.000
H -0.8944 5.2216 -2.5873  0.000
H -1.4178 1.5247 -5.3135  0.000
H -0.2104 -0.5895 -6.0608  0.000
H 1.0643 -1.8202 -4.2743  0.000
H 0.7545 -1.1765 -1.9325  0.000
C 2.4503 1.2797 3.1090  0.001
C 2.0421 2.6707 2.6377  0.000
C 0.6094 3.0509 3.0069  -0.001
C 2.3259 2.9237 1.1615  0.003
C 3.0168 4.1190 0.9580  0.000
C 3.5396 4.4904 -0.2598  0.001
C 3.3994 3.6047 -1.3051  0.000
C 2.6588 2.4356 -1.1757  0.003
C 2.5837 1.5970 -2.4300  0.001
C 2.0706 2.4124 -3.6212  0.000
C 3.9306 0.9518 -2.7762  0.000
C 2.0298 2.0866 0.0509  0.013
N 1.0795 0.9875 0.1225  0.077
C 1.5091 -0.3222 0.2843  -0.030
C 0.6126 -1.4312 0.2747  0.072
N -0.7247 -1.3177 -0.0066  0.041
C -1.5821 -2.4789 -0.1651  0.004
C -2.7785 -2.6905 0.5882  0.001
C -3.6572 -3.7273 0.2875  0.000
C -3.3955 -4.6564 -0.6893  0.000
C -2.2096 -4.5263 -1.3701  0.000
C -1.3248 -3.4729 -1.1561  0.001
C -0.1506 -3.4997 -2.1212  0.001
C -0.6833 -3.2846 -3.5457  0.000
C 0.6641 -4.7994 -2.0718  0.001
C -3.1880 -1.9475 1.8403  0.001
C -3.1872 -2.9200 3.0305  0.000
C -4.5393 -1.2362 1.7179  0.001
C 1.3625 -2.6154 0.7205  0.003
C 1.0306 -3.9037 1.0733  0.022
C 2.0510 -4.7663 1.5429  0.001
C 3.3562 -4.3688 1.6814  0.022
C 3.7212 -3.0301 1.3797  0.001
C 4.9957 -2.4269 1.5473  -0.019
C 5.1471 -1.0883 1.2924  -0.001
C 4.0816 -0.2590 0.8646  -0.019
C 2.8386 -0.8172 0.6596  -0.001
C 2.7047 -2.2064 0.9141  0.005
H 2.2255 1.1701 4.1733  0.000
H 3.5207 1.1275 2.9664  0.000
H 1.9257 0.5053 2.5667  0.000
H 2.6924 3.3590 3.1833  0.000
H -0.0888 2.5284 2.3672  0.000
H 0.4561 4.1221 2.8620  0.000
H 0.3966 2.8055 4.0516  0.000
H 3.1658 4.7726 1.8101  0.000
H 4.0692 5.4268 -0.3800  0.000
H 3.8692 3.8261 -2.2553  0.000
H 1.8870 0.8028 -2.2396  0.000
H 2.8041 3.1520 -3.9441  0.000
H 1.1528 2.9399 -3.3568  0.000
H 1.8643 1.7546 -4.4663  0.000
H 4.6902 1.7147 -2.9639  0.000
H 3.8325 0.3385 -3.6766  0.000
H 4.2762 0.3137 -1.9666  0.000
H -4.5665 -3.8113 0.8677  0.000
H -4.0921 -5.4549 -0.9087  0.000
H -1.9644 -5.2634 -2.1238  0.000
H 0.5352 -2.7064 -1.8612  0.001
H -1.3382 -4.1080 -3.8304  0.000
H 0.1310 -3.2405 -4.2719  0.000
H -1.2628 -2.3627 -3.6093  0.000
H 0.0843 -5.6546 -2.4219  0.000
H 1.0128 -5.0071 -1.0619  0.000
H 1.5394 -4.6976 -2.7183  0.000
H -2.4369 -1.2161 2.0284  0.001
H -4.0249 -3.6178 2.9818  0.000
H -3.2604 -2.3664 3.9678  0.000
H -2.2608 -3.4997 3.0462  0.000
H -5.3192 -1.9019 1.3453  0.000
H -4.4666 -0.3920 1.0321  0.000
H -4.8536 -0.8467 2.6890  0.000
H 0.0124 -4.2628 1.0060  0.001
H 1.7775 -5.7820 1.8049  -0.001
H 4.1023 -5.0642 2.0489  0.001
H 5.8356 -3.0186 1.8932  -0.001
H 6.1198 -0.6317 1.4356  0.000
H 4.2611 0.7968 0.7158  -0.001
N -6.5050 -2.3843 -0.5824  0.015
C -5.6381 -1.7158 -0.9667  0.006
N -4.7037 -0.9761 -1.4909  0.038
C -3.7418 -0.2977 -1.0634  0.055
N -2.8405 0.3914 -0.7511  0.013

Properties
- E_HOMO (alpha / beta): -3.9 / -3.9 eV
- ΔE to the lowest compared entry with this formula, charge and spin: 23.7 kcal per mole
- Calculated total energy: -103294.8258 eV
- Total charge: -1
- Multiplicity: 3